{
  "formula": "C33H71B2Br26O3",
  "method": "wB97M-V/def2-TZVPD",
  "elements": ["Br", "Br", "Br", "Br", "Br", "Br", "Br", "Br", "Br", "Br", "Br", "Br", "Br", "Br", "Br", "Br", "Br", "Br", "Br", "Br", "Br", "Br", "Br", "Br", "Br", "Br", "O", "O", "O", "C", "C", "C", "C", "C", "C", "C", "C", "C", "C", "C", "C", "C", "C", "C", "C", "C", "C", "C", "C", "C", "C", "C", "C", "C", "C", "C", "C", "C", "C", "C", "C", "C", "B", "B", "H", "H", "H", "H", "H", "H", "H", "H", "H", "H", "H", "H", "H", "H", "H", "H", "H", "H", "H", "H", "H", "H", "H", "H", "H", "H", "H", "H", "H", "H", "H", "H", "H", "H", "H", "H", "H", "H", "H", "H", "H", "H", "H", "H", "H", "H", "H", "H", "H", "H", "H", "H", "H", "H", "H", "H", "H", "H", "H", "H", "H", "H", "H", "H", "H", "H", "H", "H", "H", "H", "H"],
  "coordinates": [[-4.3152, -11.3674, -8.6387], [0.5047, -9.2293, 6.1644], [-6.5032, -8.8672, -5.6841], [6.2105, 1.3401, -0.5999], [-1.3077, 1.7654, -3.7513], [11.2416, 3.1949, 2.7851], [1.0807, 11.6213, 5.1643], [1.4004, 6.2099, 3.8747], [-4.6226, -6.6249, -2.2011], [3.9137, 6.1190, 6.5918], [1.2601, 1.4898, 4.3365], [-4.8576, -8.0151, -10.0765], [-0.5235, -8.7228, 2.6542], [-1.7786, 9.2962, 5.2087], [8.5700, 0.3177, -4.2204], [6.5213, 2.8971, 2.7307], [-6.3720, -1.4276, 0.2566], [-4.4259, -0.2347, -3.5162], [-0.9641, -1.1231, -0.7656], [1.7293, 2.9870, 7.6820], [-1.5785, -4.8237, -0.5860], [-8.3538, -2.9057, 3.0273], [5.7846, -2.0975, -4.2062], [-3.5240, -6.6952, -5.6620], [-3.5251, -7.1489, 1.2923], [10.9265, 1.6265, -0.5377], [-3.0964, -0.3345, 1.8215], [-0.7232, 0.1001, 1.8410], [2.1219, 3.0792, 0.9564], [5.7672, -0.1771, -4.5232], [-0.0978, -3.8309, -1.3716], [-4.1413, 1.6297, -3.9989], [0.2863, -2.6281, -0.5424], [2.5704, 2.7899, 4.9477], [-3.3361, -10.4408, -10.0417], [-5.1288, -6.5954, -6.7571], [7.9049, 2.3743, 1.4619], [3.1459, 7.6374, 5.6381], [-3.1963, -8.9735, -9.7381], [0.2191, 4.1236, -0.2266], [-1.7504, 11.2245, 4.9675], [12.6234, 2.6668, 1.5194], [-8.2181, -2.0369, 0.2873], [1.0062, 2.8590, 0.0780], [-0.6426, 4.6939, 0.9267], [-1.3474, 3.6605, 1.8218], [2.7332, 1.8106, 1.1992], [-5.2437, -6.5576, 0.5943], [-1.5471, -9.3812, 4.1700], [12.2050, 2.9480, 0.1016], [-5.6166, -7.2905, -0.6667], [-2.9085, 1.8488, -4.8404], [-6.3575, -6.9451, -5.9618], [-2.0822, 0.9960, -0.2021], [-2.7718, 3.2436, 1.3240], [-0.5727, 11.6543, 4.1339], [-1.2019, -8.6398, 5.4335], [7.4874, 2.6605, 0.0449], [6.9662, 0.2588, -5.3226], [-8.8943, -1.7040, 1.5940], [1.6820, 7.4378, 5.3567], [3.0468, 2.4786, 6.3394], [-1.9958, 0.2235, 1.1973], [-2.8318, 2.4935, -0.1383], [-1.7559, 11.6684, 5.9582], [3.9339, 3.0614, 6.5787], [-5.1732, -5.4812, 0.4577], [-2.7875, 1.1266, -5.6426], [-1.3606, -10.4484, 4.2384], [13.4955, 3.2606, 1.7859], [4.8496, 0.0125, -5.0763], [-2.6835, 11.4632, 4.4609], [-2.5894, -9.2137, 3.9023], [8.3403, 2.5832, -0.6271], [-9.9719, -1.8346, 1.5110], [-5.0328, 1.9107, -4.5577], [-4.0108, 2.3511, -0.4429], [1.3894, 2.4802, -0.8916], [-1.9324, -8.8509, 6.2120], [3.2947, 8.4886, 6.3001], [-5.9579, -6.7730, 1.3832], [0.3304, -2.8418, 0.5227], [-0.3751, 4.0070, -1.1347], [-1.5132, 4.1616, 2.7955], [-0.6873, 12.6877, 3.8128], [-6.3739, -6.4819, -4.9791], [-3.3205, 2.7164, 2.1279], [8.7772, 2.9666, 1.7327], [-2.9223, 2.8533, -5.2602], [-2.7050, 0.3713, -0.8676], [3.7362, 7.7746, 4.7374], [3.8162, 1.9438, 1.0969], [13.0559, 2.8690, -0.5720], [-3.3204, 4.2001, 1.2002], [-5.4313, -8.3589, -0.6103], [0.7207, -4.5499, -1.4163], [2.5070, 1.4649, 2.2211], [-2.3587, -10.9181, -10.0715], [-7.2572, -6.6671, -6.5077], [-8.2043, -3.1015, 0.0692], [7.1826, -0.3965, -6.1605], [-2.7933, -0.9205, 2.5236], [-2.9228, -8.7759, -8.7051], [-0.7452, 2.7744, 2.0524], [-8.6789, -0.6963, 1.9350], [-4.1115, 2.1821, -3.0600], [-3.8597, -10.6336, -10.9729], [3.3935, 2.7177, 4.2366], [-5.1759, -5.5631, -7.0998], [-0.4154, 11.0230, 3.2648], [1.1353, 7.0402, 6.2068], [-0.0493, 5.3834, 1.5390], [-0.7515, 0.5321, 2.7038], [-1.1299, -7.5665, 5.2891], [0.9679, 4.8982, -0.4779], [-4.9696, -7.2489, -7.6090], [-8.7048, -1.5086, -0.5306], [2.1098, 3.7668, 4.8623], [-2.4632, -8.5140, -10.3979], [-6.6644, -7.1195, -0.9097], [5.7075, 0.3037, -3.5513], [-1.4228, 5.3220, 0.4700], [3.2579, 1.4242, 6.4899], [-1.1341, 1.1004, -0.7163], [11.7413, 3.9221, -0.0199], [7.0224, 3.6345, -0.0758], [0.4050, 2.0417, 0.4943], [1.2503, -2.2405, -0.8729], [12.8346, 1.6176, 1.7004], [-2.2486, 3.2180, -0.9276], [1.2247, 8.3737, 5.0411], [6.8331, 1.2756, -5.6868], [2.3791, 1.0344, 0.5120], [8.1166, 1.3244, 1.6397], [-0.3976, -3.5667, -2.3814]],
  "forces_ev_per_angstrom": [[-0.043, 0.027, -0.083], [0.000, 0.068, -0.024], [0.022, 0.038, 0.065], [-0.007, 0.036, -0.014], [0.169, -0.106, -0.083], [0.164, -0.065, 0.064], [0.005, -0.070, -0.054], [-0.051, 0.051, 0.049], [-0.087, -0.145, 0.037], [0.028, 0.049, -0.096], [-0.188, 0.032, 0.486], [0.016, -0.086, -0.164], [0.052, -0.082, 0.032], [0.017, 0.020, 0.064], [0.061, -0.044, -0.053], [0.006, -0.064, 0.010], [-0.009, -0.091, 0.070], [0.129, 0.028, -0.036], [1.698, -3.016, -0.649], [-0.007, -0.096, 0.014], [0.053, 0.065, -0.054], [0.049, 0.022, 0.001], [0.027, 0.051, 0.063], [0.102, -0.074, -0.144], [-0.062, -0.025, -0.021], [0.085, 0.017, 0.003], [0.149, 0.025, -0.133], [-0.470, 0.372, 0.463], [-0.374, -0.533, -0.370], [-0.159, -0.208, -0.111], [0.300, -0.164, 0.203], [-0.259, 0.004, -0.007], [-0.342, 0.208, -0.523], [-0.002, -0.247, -0.198], [0.056, -0.205, 0.246], [0.169, 0.188, 0.186], [-0.054, 0.278, 0.133], [0.061, 0.051, 0.277], [-0.019, 0.173, -0.173], [0.663, 0.779, 0.572], [-0.146, -0.264, -0.095], [-0.017, 0.251, 0.195], [0.335, 0.261, -0.101], [-0.176, -0.148, -0.619], [-0.162, -0.446, -0.342], [-1.202, 0.352, 0.683], [0.400, 0.387, 0.545], [0.073, -0.088, 0.221], [-0.085, 0.178, -0.267], [0.035, -0.239, -0.211], [-0.053, 0.218, -0.248], [0.105, 0.106, 0.214], [-0.167, -0.131, -0.100], [-1.581, 0.546, 1.070], [0.385, 0.521, -0.290], [0.100, 0.235, 0.089], [0.025, -0.170, 0.215], [0.009, -0.186, -0.255], [0.086, 0.236, 0.131], [-0.197, -0.205, -0.023], [-0.087, -0.049, -0.328], [0.050, 0.161, 0.131], [0.618, 0.945, -1.067], [-0.024, -0.067, 0.509], [0.075, 0.045, -0.038], [-0.014, 0.024, -0.067], [0.000, -0.044, -0.073], [-0.121, -0.053, 0.050], [0.028, 0.027, 0.083], [-0.006, 0.010, -0.060], [0.038, 0.030, -0.024], [0.050, 0.035, -0.046], [0.007, 0.046, 0.048], [-0.058, 0.015, 0.107], [0.017, 0.000, -0.031], [0.040, 0.024, -0.028], [-0.262, 0.082, -0.193], [0.063, 0.051, 0.234], [-0.018, -0.017, -0.043], [-0.043, -0.005, -0.006], [-0.098, -0.012, 0.022], [-0.015, -0.055, -0.032], [-0.037, -0.410, 0.251], [0.278, -0.160, -0.100], [-0.028, -0.010, 0.027], [0.085, -0.011, -0.013], [0.301, -0.062, -0.139], [-0.120, -0.065, -0.131], [-0.067, -0.005, 0.023], [-0.192, 0.504, 0.062], [-0.066, -0.042, -0.030], [-0.137, -0.165, -0.017], [0.025, -0.004, 0.054], [0.047, -0.212, 0.103], [0.032, 0.027, 0.074], [-0.035, 0.000, -0.013], [0.142, 0.101, -0.554], [0.020, 0.072, 0.000], [0.046, 0.015, -0.037], [-0.108, 0.022, 0.102], [-0.051, -0.051, 0.048], [-0.092, 0.079, 0.058], [-0.022, -0.071, 0.005], [0.174, 0.205, -0.231], [0.083, -0.013, -0.062], [0.119, -0.034, 0.014], [0.002, 0.080, 0.002], [0.011, 0.009, 0.028], [-0.063, -0.010, 0.023], [-0.047, -0.047, 0.046], [0.076, 0.014, 0.036], [0.131, -0.249, -0.037], [-0.001, -0.154, -0.008], [0.000, -0.027, -0.078], [-0.072, -0.197, -0.004], [-0.127, 0.051, 0.178], [-0.084, -0.010, 0.052], [0.019, 0.009, 0.056], [-0.004, -0.040, -0.009], [0.017, 0.014, 0.075], [0.073, 0.028, -0.028], [0.089, -0.119, 0.091], [-0.052, 0.001, -0.046], [0.097, 0.487, 0.388], [0.011, -0.002, 0.081], [-0.033, -0.020, 0.111], [-0.189, 0.313, -0.061], [0.021, -0.113, 0.000], [-0.039, -0.003, -0.072], [-0.256, 0.143, -0.349], [0.061, 0.037, 0.064], [-0.054, -0.008, 0.039], [0.107, 0.157, -0.053], [-0.012, 0.002, -0.074], [-0.027, 0.076, 0.044]],
  "lowdin_charge": [0.61, 0.59, 0.58, 0.66, 0.66, 0.67, 0.60, 0.72, 0.60, 0.63, 0.75, 0.66, 0.60, 0.65, 0.58, 0.62, 0.65, 0.60, 1.00, 0.58, 0.58, 0.58, 0.60, 0.59, 0.58, 0.69, 0.13, 0.00, -0.19, -0.70, -0.69, -0.68, -0.61, -0.68, -0.70, -0.71, -0.74, -0.68, -0.67, -0.17, -0.70, -0.68, -0.71, -0.24, -0.20, -0.23, -0.14, -0.68, -0.70, -0.68, -0.69, -0.69, -0.69, -0.33, -0.22, -0.69, -0.70, -0.70, -0.70, -0.70, -0.70, -0.71, -0.84, -0.52, 0.05, 0.02, 0.05, 0.04, 0.05, 0.06, 0.06, 0.06, 0.04, -0.02, 0.05, 0.05, 0.05, 0.12, 0.06, 0.05, 0.05, 0.05, 0.08, 0.09, 0.05, 0.03, 0.08, -0.04, 0.05, 0.00, 0.05, 0.02, 0.06, 0.07, 0.05, 0.05, -0.01, 0.06, 0.06, 0.04, 0.05, 0.10, 0.05, 0.07, 0.05, 0.04, 0.05, 0.05, 0.06, 0.05, 0.06, 0.03, 0.02, 0.05, 0.11, -0.06, 0.05, -0.03, 0.06, 0.05, 0.01, 0.11, 0.05, -0.03, 0.05, 0.06, 0.09, 0.05, 0.05, 0.03, -0.01, 0.06, 0.09, 0.05, 0.05],
  "gap_ev": 5.80,
  "total_charge": -1,
  "e_homo_ev": -4.47,
  "energy_ha": -68499.85201
}